62
Properties=species:S:1:pos:R:3 method="wB97M-V/def2-TZVPD" total_energy_ev=-197221.9714 e_homo_ev=-11.193 total_charge=+1 orbital_gap_ev=8.481
Br 1.9437 2.3049 -2.7581
Br 5.5116 -1.0922 0.3378
S 3.1069 -4.8647 -0.9447
S -2.6260 -2.8089 -2.5416
O -0.2809 -2.4545 -0.3620
O 0.4276 -5.6118 0.5578
O 1.0771 -4.3388 2.2892
O 3.0928 -2.4195 -0.0126
O -1.8176 -3.2418 1.0655
O 4.0543 -2.7215 -2.0354
N -3.1665 6.4735 -0.2181
N -1.5260 5.1922 -0.8029
C -1.8657 -2.2716 3.2413
C -0.9737 -2.9379 2.1974
C -1.2568 -3.1260 -0.1600
C 3.2264 -0.1452 -1.0654
C -0.6875 4.0055 -1.0674
C -2.0299 -3.8738 -1.2035
C -0.2900 -4.2087 2.7120
C 1.5632 0.4006 -2.9452
C 3.5671 -1.0686 0.1221
C 3.4944 -3.1576 -1.0719
C -1.1751 6.4797 -1.1397
C -2.7318 5.2159 -0.2510
C 1.2942 -5.0295 1.1538
C -4.4578 6.9103 0.3188
C 1.8808 -0.4432 -1.7196
C 2.7638 -5.0805 0.8145
C -2.2023 7.2821 -0.7735
C 2.9615 -0.6069 1.4350
C -1.1757 2.7653 -0.3509
H 0.3245 4.2569 -0.7564
H 3.1134 -6.0913 1.0527
H 1.0657 -0.3578 -0.9906
H 3.3317 -4.3704 1.4097
H -0.6700 3.8491 -2.1449
H 0.5023 0.3377 -3.1912
H 2.1312 0.0755 -3.8180
H -1.1918 2.9039 0.7313
H -5.2651 6.4204 -0.2191
H 1.8431 -1.4742 -2.0794
H -4.5375 7.9840 0.1847
H 3.3234 -1.2245 2.2604
H -1.9845 -1.2084 3.0106
H -0.4889 1.9529 -0.5813
H -0.1998 -2.2356 1.8772
H -2.8553 -4.4310 -0.7602
H 1.8722 -0.7046 1.3801
H -0.2496 -4.1816 3.8041
H 3.2033 0.8731 -0.6590
H -0.8498 -5.0980 2.4121
H 4.0273 -0.1813 -1.8043
H -1.4303 -2.3481 4.2394
H -0.2300 6.6943 -1.6058
H -1.3237 -4.5741 -1.6617
H 3.2542 0.4266 1.6314
H -4.5170 6.6749 1.3782
H -3.2558 -1.9413 -1.7434
H -3.2746 4.3643 0.1186
H -2.8599 -2.7264 3.2380
H -2.1698 2.4629 -0.6836
H -2.3414 8.3455 -0.8511



60
Properties=species:S:1:pos:R:3 method="wB97M-V/def2-TZVPD" total_energy_ev=-107974.7713 e_homo_ev=-14.638 total_charge=+2 orbital_gap_ev=5.662
Pd 0.9638 0.8875 0.3657
Cl 1.5046 5.9000 -1.4001
Cl 1.1096 5.2181 3.9551
Cl 1.0359 2.1123 3.5433
Cl 1.2867 7.1095 1.4868
Cl 1.4313 2.7198 -1.7172
S 2.8927 0.0785 1.1213
Si -0.7204 -0.9495 -0.2199
N 4.9232 1.1235 -0.2487
N 4.0325 -0.7862 -1.1495
C -1.4953 -3.6814 0.0534
C 1.1780 4.5789 2.3800
C -1.8334 1.2290 1.4287
C -0.2471 -2.8021 -0.1580
C -1.5004 -0.3544 -1.8381
C 1.3303 3.5246 -0.1799
C 1.3625 4.9016 -0.0290
C -2.6402 -1.3073 -2.2530
C -0.4071 -0.3394 -2.9415
C 0.7701 -3.1168 0.9573
C -2.0398 1.0768 -1.6859
C -3.0492 -0.9996 1.2885
C 1.1431 3.1878 2.2110
C 1.2709 5.4254 1.2676
C -0.8745 -0.7949 2.6449
C 1.2195 2.7157 0.9249
C -1.7213 -0.2954 1.4769
C 0.4176 -3.1806 -1.5001
C 4.0356 0.1536 -0.2225
H -0.8322 0.0938 -3.8513
H -2.9848 -2.0796 1.3034
H -2.2786 -2.2956 -2.5311
H 1.1488 -4.1311 0.8038
H -1.9144 -3.5699 1.0490
H -3.5801 -0.6707 0.3960
H -2.2815 -3.5236 -0.6811
H -3.4058 -1.4222 -1.4870
H -1.2722 -0.3543 3.5682
H -2.9842 1.0989 -1.1447
H 0.8394 -4.1855 -1.4104
H 0.1691 -0.5016 2.5896
H 5.6616 1.1667 -0.9377
H 3.4212 -1.5792 -1.0401
H 1.2354 -2.5077 -1.7766
H 0.4530 0.2795 -2.6690
H 4.9407 1.7979 0.5006
H -2.2308 1.4887 -2.6802
H 4.7585 -0.8508 -1.8499
H 1.6255 -2.4415 0.9628
H -3.1291 -0.8823 -3.1356
H -0.2918 -3.2069 -2.3242
H -0.9156 1.7537 1.1512
H -0.0457 -1.3287 -3.1980
H -1.1628 -4.7207 -0.0349
H -1.3412 1.7577 -1.1938
H -2.6225 1.5718 0.7690
H -0.9389 -1.8738 2.7582
H -2.0674 1.5863 2.4396
H -3.6778 -0.7086 2.1442
H 0.3249 -3.0958 1.9479